one.
# C5H12N4

A cluster of 2 separate species, C5H12N4 in total (ωB97M-V with the def2-TZVPD basis set, OMol25).

Calculated values
Net charge: 0
HOMO-LUMO gap in eV: 9.185
Highest occupied orbital energy in eV: -8.85

Structure (XYZ):
```
21
Properties=species:S:1:pos:R:3:lowdin_charge:R:1
C -0.04058 1.99436 -0.89340 -0.03
C 0.17973 0.73816 0.14827 -0.51
C 0.67231 1.23638 1.37169 -0.12
C 2.16128 -2.07688 -0.25690 -0.15
C -0.95907 -0.40647 0.21077 -0.10
H -0.98836 2.28068 -0.51870 0.04
H -0.16244 1.71026 -1.91473 0.04
H 0.75357 2.88698 -0.89365 0.12
H 1.29168 0.18703 1.76060 0.15
H -0.23375 1.36666 2.25419 0.15
H 1.15406 2.15542 1.43738 0.04
H 1.59675 -0.19450 -1.51694 0.14
H 3.24054 -1.25997 -1.24307 0.20
H 2.12367 -3.28649 0.16550 0.13
H -0.97718 -1.42013 0.74524 0.11
H -2.89215 -2.16217 -0.26569 0.13
H -4.17355 -0.83418 -0.53650 0.13
N 1.47782 -0.07107 -0.35245 -0.12
N 1.33128 -1.37491 0.32984 -0.14
N -2.22999 -0.29189 -0.19542 -0.14
N -3.32563 -1.17726 0.16397 -0.08
```

two.
# C5H12N4

An isolated molecule of C5H12N4 (ωB97M-V with the def2-TZVPD basis set, OMol25).

Calculated values
Net charge: 0
HOMO-LUMO gap in eV: 9.411
SMILES: CC(C)[C@@]1(C)N=NNN1
Highest occupied orbital energy in eV: -8.42

Structure (XYZ):
```
21
Properties=species:S:1:pos:R:3:lowdin_charge:R:1
C -0.53186 -0.85279 -0.20848 -0.53
C -1.34559 -0.17154 -1.29238 -0.01
C 1.73093 0.19480 -0.88459 -0.05
C 0.33916 1.11636 1.15294 -0.07
C 0.73053 -0.08217 0.29665 -0.38
N -0.02049 -2.20068 -0.67514 0.05
N -0.66682 -3.05341 -0.10235 -0.04
N -1.39417 -1.15983 0.92495 0.04
N -1.51157 -2.55674 0.78997 -0.06
H -2.27251 -0.66425 -1.50738 0.08
H -0.78188 -0.09666 -2.17757 0.06
H -1.42312 0.85903 -0.78161 0.11
H 1.58300 1.21036 -1.33850 0.08
H 1.52886 -0.60030 -1.55555 0.04
H 2.81017 0.25563 -0.36984 0.12
H -0.00568 1.95278 0.55310 0.07
H 1.35486 1.45061 1.51810 0.10
H -0.25388 0.83866 1.99388 0.06
H 1.27076 -0.68014 0.96957 0.11
H -0.93917 -0.85014 1.74773 0.07
H -2.11719 -3.23557 1.29426 0.15
```

It comes down to two, which is 168.3 kcal/mol more stable than the next structure.